[1]
{"formula": "C20H30Cl8N6O12", "method": "ωB97M-V with the def2-TZVPD basis set", "species": ["C", "Cl", "Cl", "Cl", "Cl", "C", "Cl", "Cl", "Cl", "Cl", "C", "N", "O", "O", "H", "H", "H", "C", "N", "O", "O", "H", "H", "H", "C", "N", "O", "O", "H", "H", "H", "C", "N", "O", "O", "H", "H", "H", "C", "N", "O", "O", "H", "H", "H", "C", "N", "O", "O", "H", "H", "H", "C", "C", "C", "C", "C", "C", "H", "H", "H", "H", "H", "H", "C", "C", "C", "C", "C", "C", "H", "H", "H", "H", "H", "H"], "positions_angstrom": [[-2.31574, 2.84684, 3.73128], [-0.84689, 2.55149, 2.74668], [-2.05223, 4.20028, 4.85454], [-3.67088, 3.30283, 2.70361], [-2.72148, 1.29254, 4.54715], [-3.35638, -2.47215, 1.73685], [-4.87234, -1.77292, 2.12924], [-1.99504, -1.45291, 2.38561], [-3.34894, -4.05402, 2.53165], [-3.18078, -2.53636, -0.03889], [0.83935, 4.51660, -0.68145], [0.39650, 5.66653, 0.17601], [1.23565, 6.53175, 0.39094], [-0.75155, 5.68311, 0.59622], [0.98957, 4.94172, -1.67382], [0.12820, 3.69399, -0.75675], [1.69367, 4.11459, -0.13682], [-1.35451, -3.26459, -2.89661], [-0.73262, -2.61009, -4.06435], [-1.35077, -2.53279, -5.05392], [0.36218, -2.16016, -3.84130], [-0.69918, -3.46517, -2.04902], [-1.82515, -4.21300, -3.15568], [-2.12628, -2.53066, -2.66462], [-0.08734, -1.37873, 5.30767], [0.99630, -0.42545, 5.26550], [1.41612, -0.18460, 4.15569], [1.36505, 0.00814, 6.35764], [-0.14916, -1.97373, 4.39648], [-0.98087, -0.77228, 5.45571], [0.02021, -2.15139, 6.06893], [0.81562, -0.19257, 0.93422], [-0.11080, -0.20937, -0.25072], [-0.32791, 0.84019, -0.83739], [-0.49628, -1.26373, -0.64997], [1.84652, -0.34803, 0.61614], [0.45503, -0.94598, 1.63454], [0.78351, 0.75452, 1.47282], [1.02624, 1.10050, -4.17532], [1.80080, 2.38459, -4.19762], [2.51884, 2.61873, -5.13711], [1.81556, 2.98120, -3.11333], [0.74892, 0.83446, -3.15531], [1.56681, 0.31464, -4.70287], [0.08115, 1.26881, -4.69162], [2.76652, -5.24619, 2.48206], [2.35436, -3.80567, 2.72640], [1.67988, -3.60180, 3.70723], [2.62561, -2.94678, 1.91672], [3.47686, -5.28023, 1.65602], [1.93302, -5.87558, 2.17022], [3.11959, -5.73791, 3.38851], [4.51488, -0.62003, -1.08040], [4.18933, 0.67596, -1.60095], [3.91173, 1.76234, -0.73710], [3.94986, 1.47876, 0.62822], [4.21626, 0.22205, 1.10934], [4.51391, -0.80472, 0.25504], [4.93888, -1.41165, -1.68037], [4.34102, 0.86332, -2.65370], [3.81697, 2.76767, -1.12015], [3.57104, 2.18661, 1.35060], [4.25227, -0.00578, 2.16442], [4.86611, -1.78195, 0.55065], [-5.09238, 0.04960, -3.32054], [-5.50790, -0.10974, -2.02306], [-4.81012, 0.49426, -1.01084], [-3.61005, 1.10235, -1.28060], [-3.22141, 1.38163, -2.56576], [-3.98218, 0.82028, -3.57801], [-5.64648, -0.39132, -4.13599], [-6.40316, -0.66266, -1.77978], [-5.20193, 0.35134, -0.01462], [-3.06101, 1.57827, -0.48157], [-2.33694, 1.98460, -2.70913], [-3.71339, 1.02583, -4.60363]], "forces_ev_per_a": [[-0.18, 0.02, 0.02], [-0.32, 0.22, 0.22], [0.18, -0.78, -0.11], [0.13, -0.20, -0.19], [0.16, 0.78, 0.03], [0.68, -0.03, -0.19], [-0.81, 0.86, 0.18], [-0.68, -0.47, -0.19], [0.57, -0.07, -0.42], [-0.05, -0.39, 0.69], [-0.24, -0.15, 0.27], [-0.66, 0.38, 0.44], [-0.52, -0.75, -0.22], [0.79, -0.12, -0.33], [0.60, -0.22, 0.24], [-0.45, 0.51, 0.27], [0.40, 0.30, -0.63], [-1.24, -0.51, 0.56], [0.95, -1.25, 2.92], [-1.38, 0.32, -2.64], [1.61, 0.95, -0.37], [0.26, 0.62, -0.45], [-0.05, 0.26, -0.50], [-0.11, -0.26, 0.46], [-1.50, -1.49, -0.14], [0.37, -0.66, 1.67], [0.86, 1.00, -0.15], [0.10, 0.08, -1.86], [0.12, 0.69, -0.20], [-0.08, -0.31, 0.09], [0.23, 0.70, 0.52], [-0.52, 0.20, 0.89], [1.04, 1.33, -0.46], [0.23, 0.35, 0.52], [-0.25, -1.36, 0.09], [-0.41, -0.43, -0.30], [0.44, -0.18, -0.34], [-0.31, 0.11, -0.46], [-0.97, -0.09, -0.46], [0.95, -1.27, 1.65], [-0.53, 0.36, -0.02], [-0.05, 0.24, -0.93], [0.40, 0.20, -0.04], [0.09, 0.28, 0.09], [0.10, 0.08, -0.21], [0.31, -0.36, -0.55], [-0.82, -1.01, 0.27], [0.06, -0.15, 0.35], [0.65, -0.02, -0.56], [0.14, 0.25, 0.36], [-0.51, 0.68, 0.01], [0.23, 0.66, 0.07], [0.23, 0.33, -0.18], [0.77, 0.25, -0.28], [0.58, -0.69, 1.45], [-1.70, 2.56, -1.40], [0.32, -1.11, 1.57], [0.88, -2.24, -1.36], [-0.42, 0.11, -0.50], [-0.30, 0.00, -0.21], [-0.44, -0.04, -0.05], [0.47, 0.50, -0.02], [-0.18, 0.34, 0.26], [-0.22, 0.07, 0.73], [-0.14, -0.18, -0.44], [-0.78, -0.18, 0.03], [-0.06, -0.97, 0.62], [0.08, 1.53, 1.09], [-0.12, -0.73, -0.09], [0.71, 0.60, -0.99], [-0.02, -0.02, -0.07], [-0.12, -0.07, -0.12], [0.29, 0.24, 0.26], [0.15, -0.14, 0.28], [0.01, -0.03, -0.36], [0.04, -0.08, -0.19]], "orbital_gap_ev": [6.653, 2.422], "homo_energy_ev": [-11.08, -11.08], "e_lumo_ev": [-4.431, -8.663], "charge": 1, "multiplicity": 2}

***

[2]
{"formula": "C4H6N2", "method": "ωB97M-V with the def2-TZVPD basis set", "species": ["H", "N", "C", "C", "C", "C", "N", "H", "H", "H", "H", "H"], "positions_angstrom": [[-2.08628, -1.98565, -0.02852], [-1.54386, -1.56229, 0.70030], [-0.66118, -0.78051, 0.33786], [0.22928, -0.07523, 1.25737], [1.10635, 0.72915, 0.59315], [0.69057, 0.78576, -0.93722], [-0.29683, -0.29104, -0.92773], [0.16045, -0.37409, 2.34970], [1.93492, 1.28126, 0.98875], [0.10432, 1.78039, -1.05559], [1.53153, 0.68648, -1.61224], [-1.16928, -0.19422, -1.66583]], "forces_ev_per_a": [[-0.24, -0.13, -0.59], [-1.53, -1.60, 1.12], [1.81, 2.73, -1.16], [1.78, 0.21, 1.14], [-1.91, -1.03, -0.65], [-1.65, 1.06, 3.05], [-3.27, -0.34, -3.69], [0.41, 0.74, -1.52], [0.13, 0.20, 0.19], [1.37, -1.28, -0.20], [-0.10, -0.13, -0.26], [3.20, -0.43, 2.56]], "orbital_gap_ev": 9.870, "homo_energy_ev": -8.95, "e_lumo_ev": 0.918, "charge": 0, "smiles": "[H]/N=C1/C=CCN1"}

***

[3]
{"formula": "C2H3N5O", "method": "ωB97M-V with the def2-TZVPD basis set", "species": ["H", "N", "C", "N", "C", "N", "N", "N", "O", "H", "H"], "positions_angstrom": [[0.00483, -2.54323, 0.63498], [-0.01439, -1.84471, -0.09102], [-0.02971, -0.60030, 0.19849], [0.18553, -0.02361, 1.39972], [0.03473, 1.29171, 1.26865], [-0.32375, 2.06148, 0.19823], [-0.34265, 1.45334, -0.97293], [-0.21546, 0.17814, -0.94044], [-0.03215, -0.41882, -2.11230], [0.29586, 1.80703, 2.25200], [0.43716, -1.36102, -1.83538]], "forces_ev_per_a": [[0.36, 0.47, 0.44], [-0.08, -0.31, -0.85], [0.08, -3.45, 0.44], [-0.59, 2.63, -1.25], [0.56, -0.14, 2.68], [0.46, -0.61, -0.25], [-0.11, 0.08, 1.25], [0.67, 1.49, -0.11], [1.16, -2.45, -0.55], [-0.71, -0.06, -1.70], [-1.82, 2.35, -0.11]], "orbital_gap_ev": 8.751, "homo_energy_ev": -9.57, "e_lumo_ev": -0.816, "charge": 0, "smiles": "[H]/N=c1\\ncnnn1O"}

***

no.,electronic energy (Ha)
1,-5692.061832
2,-265.479873
3,-426.895373